No. 1
{"formula": "C38H43N8O9RuS2", "method": "the ωB97M-V functional and the def2-TZVPD basis", "symbols": ["Ru", "C", "O", "C", "C", "C", "C", "C", "C", "N", "C", "N", "C", "C", "C", "C", "C", "C", "O", "C", "N", "C", "C", "C", "C", "C", "C", "O", "C", "H", "H", "H", "H", "H", "H", "H", "H", "H", "H", "H", "H", "H", "H", "H", "H", "H", "H", "H", "H", "H", "H", "N", "C", "C", "C", "C", "C", "C", "S", "O", "O", "N", "C", "N", "C", "C", "C", "N", "H", "H", "H", "H", "H", "H", "H", "H", "H", "C", "C", "N", "H", "H", "H", "O", "S", "O", "O", "O", "C", "C", "C", "C", "H", "H", "H", "H", "H", "H", "H", "H", "H"], "xyz": [[12.478, 11.954, 18.147], [10.636, 11.960, 11.184], [9.898, 13.130, 11.495], [9.042, 13.349, 12.579], [7.578, 13.630, 12.484], [6.857, 14.226, 13.453], [7.384, 14.216, 14.732], [8.684, 13.887, 15.014], [9.649, 13.355, 13.983], [10.882, 12.654, 14.126], [11.155, 12.115, 15.365], [10.137, 11.452, 15.928], [9.833, 11.299, 17.345], [10.524, 11.709, 18.403], [9.848, 11.836, 19.632], [8.531, 11.580, 19.879], [8.004, 10.799, 18.897], [8.489, 10.845, 17.582], [8.007, 9.969, 16.720], [6.814, 10.442, 15.912], [12.370, 12.041, 15.893], [13.359, 12.701, 15.086], [13.856, 13.977, 15.590], [14.899, 14.522, 15.035], [15.404, 13.894, 13.784], [14.998, 12.591, 13.466], [14.066, 11.980, 14.063], [13.716, 10.668, 14.118], [14.717, 9.835, 14.679], [10.277, 11.089, 11.687], [11.492, 11.963, 11.903], [10.335, 11.977, 10.251], [7.559, 13.508, 11.376], [5.910, 14.429, 13.053], [7.227, 14.697, 15.749], [8.774, 14.062, 15.858], [11.665, 13.198, 13.812], [9.611, 11.338, 15.192], [10.575, 12.007, 20.327], [8.195, 11.434, 21.006], [6.953, 10.386, 19.090], [6.974, 11.489, 15.242], [5.840, 10.530, 16.612], [6.784, 9.919, 14.992], [13.395, 14.561, 16.460], [15.604, 15.456, 15.461], [16.143, 14.682, 13.356], [15.543, 12.057, 12.763], [14.520, 8.657, 14.379], [14.931, 10.401, 15.563], [15.669, 9.921, 14.219], [8.354, 4.998, 22.226], [9.234, 6.119, 22.035], [10.680, 6.009, 22.249], [11.462, 7.165, 22.372], [10.933, 8.472, 22.238], [9.616, 8.508, 22.090], [8.723, 7.359, 21.853], [12.074, 9.902, 22.220], [13.259, 9.347, 22.908], [11.310, 10.982, 22.814], [12.479, 10.269, 20.654], [12.472, 9.361, 19.704], [12.187, 7.998, 19.936], [12.497, 7.308, 18.878], [12.990, 7.691, 17.691], [12.990, 9.122, 17.383], [12.721, 9.822, 18.483], [8.817, 4.183, 21.816], [7.427, 5.288, 21.942], [11.061, 5.038, 22.609], [12.600, 6.963, 22.090], [9.184, 9.513, 22.077], [7.688, 7.527, 21.786], [12.412, 6.289, 19.154], [13.595, 7.000, 17.181], [13.394, 9.527, 16.521], [11.090, 15.697, 19.592], [12.066, 14.578, 19.805], [12.254, 13.737, 18.830], [10.723, 16.123, 20.497], [10.153, 15.442, 18.999], [11.684, 16.509, 19.313], [16.228, 13.650, 17.841], [15.887, 12.338, 18.431], [16.884, 11.279, 18.275], [14.525, 11.879, 17.659], [15.431, 12.524, 19.831], [14.574, 15.748, 19.430], [14.050, 15.745, 20.827], [15.157, 15.662, 21.792], [13.060, 14.578, 20.970], [15.144, 16.618, 19.406], [13.652, 15.438, 18.771], [15.392, 14.919, 19.408], [13.464, 16.599, 20.856], [15.355, 14.747, 21.790], [15.195, 15.967, 22.849], [16.068, 16.440, 21.507], [13.628, 13.818, 20.824], [12.547, 14.639, 21.908]], "lowdin_charge": [1.567, -0.053, -0.133, -0.136, -0.038, -0.122, -0.103, -0.005, -0.035, 0.129, -0.357, 0.185, -0.142, -0.259, -0.120, -0.100, -0.048, -0.308, -0.107, -0.037, 0.067, -0.176, -0.079, -0.122, -0.037, -0.081, -0.323, -0.111, -0.078, 0.081, 0.102, 0.049, 0.119, 0.083, 0.140, -0.030, 0.131, 0.065, 0.038, 0.144, 0.132, 0.118, 0.123, 0.035, 0.123, 0.169, 0.113, 0.104, 0.167, 0.082, 0.053, 0.054, -0.341, -0.047, -0.101, -0.317, -0.072, -0.038, 0.650, -0.363, -0.367, -0.069, -0.486, 0.073, -0.277, -0.121, -0.186, -0.071, 0.076, 0.064, 0.093, 0.149, 0.089, 0.073, 0.074, 0.051, 0.003, -0.035, -0.380, -0.033, 0.061, 0.103, 0.052, -0.408, 0.343, -0.371, -0.526, -0.401, -0.071, -0.460, -0.062, -0.079, 0.049, 0.092, 0.093, 0.094, -0.008, 0.074, 0.142, 0.029, 0.129], "gap_ev": [2.20, 5.08], "e_homo_ev": [1.316, -1.649], "spin_multiplicity": 6, "total_charge": -2}


No. 2
{"formula": "C38H44ClF3InN6O4S2", "method": "the ωB97M-V functional and the def2-TZVPD basis", "symbols": ["In", "Cl", "C", "C", "C", "C", "O", "C", "C", "O", "C", "H", "H", "H", "H", "F", "C", "F", "F", "C", "O", "O", "N", "C", "C", "C", "C", "C", "C", "C", "H", "H", "H", "H", "H", "C", "C", "C", "C", "N", "C", "S", "N", "H", "H", "H", "H", "H", "C", "N", "C", "C", "S", "N", "C", "C", "H", "H", "H", "H", "H", "H", "H", "H", "H", "H", "H", "H", "C", "C", "C", "C", "C", "C", "C", "C", "N", "C", "C", "C", "C", "H", "H", "H", "H", "H", "H", "H", "H", "H", "H", "H", "H", "H", "H", "H", "H", "H", "H"], "xyz": [[0.010, -0.589, -0.216], [-6.583, 0.389, -4.382], [-5.233, 0.107, -3.306], [-4.641, -1.157, -3.258], [-3.583, -1.382, -2.419], [-3.037, -0.364, -1.586], [-2.024, -0.687, -0.862], [-3.687, 0.899, -1.628], [-3.384, 2.008, -0.728], [-2.560, 2.034, 0.155], [-4.768, 1.108, -2.497], [-5.022, -1.950, -3.889], [-3.101, -2.349, -2.377], [-4.054, 2.889, -0.879], [-5.248, 2.079, -2.505], [0.667, 3.508, 1.861], [-0.204, 2.848, 2.641], [-1.429, 3.341, 2.382], [0.082, 3.189, 3.915], [-0.163, 1.289, 2.429], [-0.223, 0.593, 3.420], [-0.056, 1.010, 1.196], [1.575, -1.184, 1.935], [2.547, -0.892, 2.468], [3.737, -0.477, 3.150], [4.863, -0.140, 2.400], [6.014, 0.254, 3.060], [6.040, 0.312, 4.447], [4.912, -0.019, 5.185], [3.752, -0.415, 4.541], [4.825, -0.199, 1.320], [6.894, 0.516, 2.487], [6.943, 0.621, 4.956], [4.934, 0.035, 6.266], [2.857, -0.665, 5.095], [2.498, -7.128, -0.718], [2.254, -5.819, -1.410], [3.018, -5.402, -2.492], [2.732, -4.143, -2.999], [1.756, -3.387, -2.529], [1.059, -3.881, -1.497], [-0.342, -2.970, -0.941], [1.295, -5.053, -0.902], [3.049, -7.819, -1.353], [1.550, -7.572, -0.423], [3.078, -6.958, 0.190], [3.804, -6.017, -2.906], [3.307, -3.727, -3.821], [-0.708, -3.474, 3.636], [-1.629, -2.605, 4.346], [-2.456, -3.338, 5.291], [-2.282, -1.637, 3.588], [-2.322, -1.655, 1.927], [-2.878, -0.667, 4.312], [-2.413, -0.292, 5.632], [-3.685, 0.336, 3.644], [-0.128, -4.022, 4.382], [-0.043, -2.874, 3.026], [-1.226, -4.183, 2.982], [-2.966, -4.172, 4.792], [-3.211, -2.688, 5.727], [-1.837, -3.741, 6.095], [-1.561, -0.906, 5.912], [-3.208, -0.401, 6.377], [-2.093, 0.752, 5.609], [-4.311, -0.133, 2.889], [-3.060, 1.080, 3.148], [-4.309, 0.825, 4.393], [6.619, 0.110, -2.257], [5.391, -0.486, -1.613], [5.493, -1.622, -0.825], [4.331, -2.154, -0.272], [4.396, -3.370, 0.612], [3.112, -1.549, -0.520], [2.957, -0.359, -1.264], [4.164, 0.129, -1.818], [1.728, 0.261, -1.305], [1.311, 1.230, -2.363], [2.383, 1.785, -3.313], [0.689, 2.452, -1.683], [0.285, 0.540, -3.268], [7.525, -0.386, -1.907], [6.707, 1.175, -2.034], [6.580, 0.008, -3.344], [6.454, -2.091, -0.648], [5.402, -3.790, 0.626], [3.702, -4.139, 0.280], [4.122, -3.124, 1.641], [2.234, -2.036, -0.122], [4.189, 1.031, -2.401], [3.154, 2.341, -2.785], [1.876, 2.493, -3.971], [2.837, 1.017, -3.938], [1.463, 3.016, -1.160], [-0.074, 2.194, -0.952], [0.224, 3.101, -2.429], [0.684, -0.406, -3.637], [0.025, 1.176, -4.117], [-0.644, 0.330, -2.746]], "lowdin_charge": [0.675, 0.599, -0.684, -0.108, 0.007, -0.349, -0.285, -0.117, -0.218, 0.045, -0.087, 0.101, 0.104, 0.118, 0.103, 0.138, -0.525, 0.133, 0.120, -0.550, 0.069, -0.085, 0.231, -0.097, -0.192, -0.001, -0.063, -0.085, -0.080, -0.018, 0.105, 0.106, 0.100, 0.102, 0.123, -0.040, -0.364, -0.032, -0.134, 0.072, -0.784, 0.678, 0.099, 0.069, 0.077, 0.077, 0.099, 0.108, -0.111, -0.232, -0.075, -0.766, 0.773, -0.213, -0.068, -0.083, 0.084, 0.046, 0.082, 0.092, 0.073, 0.085, 0.087, 0.083, 0.090, 0.063, 0.082, 0.085, -0.062, -0.294, -0.065, -0.300, -0.027, -0.081, -0.258, -0.006, -0.004, -0.601, -0.077, -0.040, -0.044, 0.065, 0.074, 0.076, 0.102, 0.074, 0.060, 0.070, 0.035, 0.065, 0.073, 0.082, 0.089, 0.091, 0.049, 0.088, 0.092, 0.086, 0.052], "gap_ev": 6.85, "e_homo_ev": -4.508, "spin_multiplicity": 1, "total_charge": -1}